{
  "formula": "C26H36BCl2F6MoN3O6S2",
  "method": "ωB97M-V with the def2-TZVPD basis set",
  "species": ["Mo", "N", "C", "C", "C", "N", "H", "H", "H", "H", "H", "H", "H", "H", "H", "H", "F", "C", "F", "F", "S", "O", "O", "N", "S", "O", "O", "C", "F", "F", "F", "C", "C", "C", "C", "C", "C", "C", "C", "C", "C", "H", "H", "H", "H", "H", "H", "H", "H", "H", "H", "H", "H", "Cl", "C", "Cl", "H", "H", "C", "C", "C", "C", "C", "C", "C", "C", "O", "B", "O", "C", "C", "H", "H", "H", "H", "H", "H", "H", "H", "H", "H", "H", "H"],
  "xyz": [[-0.943757, 0.043437, 1.164606], [0.034341, 1.658336, 2.640162], [0.107432, 3.077867, 2.266538], [-1.266291, 3.647111, 1.941589], [-1.892935, 3.122593, 0.657671], [-2.358313, 1.722057, 0.784075], [-0.497938, 1.538159, 3.499849], [0.958982, 1.303997, 2.864889], [0.755133, 3.166291, 1.391883], [0.553758, 3.668830, 3.071657], [-1.165182, 4.729277, 1.836929], [-1.945661, 3.487270, 2.787556], [-1.167547, 3.149909, -0.153414], [-2.737240, 3.759912, 0.382691], [-2.824708, 1.446977, -0.076597], [-3.056695, 1.658365, 1.523914], [-4.215901, 0.249396, 5.236504], [-4.369921, -0.787486, 4.418153], [-5.159927, -0.415317, 3.407214], [-4.952055, -1.778193, 5.078504], [-2.749810, -1.335303, 3.730958], [-2.295769, -0.113294, 3.046331], [-3.072617, -2.455055, 2.909433], [-1.951312, -1.710403, 5.005002], [-0.582000, -1.121476, 5.523058], [0.207138, -0.513702, 4.490772], [0.019560, -2.034262, 6.432996], [-1.092151, 0.316526, 6.561517], [-0.032027, 0.795710, 7.207569], [-1.574751, 1.294086, 5.778157], [-2.024752, -0.022480, 7.442951], [-1.205116, -2.273126, -2.086184], [-1.823951, -2.473888, -0.689800], [-3.211418, -3.093258, -0.881464], [-1.948759, -1.136146, 0.038164], [-0.932505, -3.348885, 0.187482], [0.492791, -2.887910, 0.283261], [1.393033, -5.322868, 0.642588], [0.573574, -5.485022, 1.885235], [-0.666817, -5.021934, 2.014752], [-1.417034, -4.293885, 0.994969], [-1.923428, -1.769142, -2.734763], [-0.964438, -3.240756, -2.534185], [-0.306858, -1.657804, -2.067430], [-3.793478, -2.459616, -1.552576], [-3.755840, -3.160932, 0.060853], [-3.144385, -4.089776, -1.323122], [-2.996888, -0.779493, -0.022531], [0.696292, -2.122743, -0.453468], [2.352757, -5.817031, 0.766964], [1.025799, -6.037464, 2.699663], [-1.203305, -5.221761, 2.936467], [-2.478992, -4.496936, 0.980190], [0.647697, -6.216362, -0.757749], [1.657062, -3.878006, 0.247722], [0.607191, -1.871829, 1.840702], [2.063913, -3.870241, -0.765963], [2.446170, -3.492380, 0.897680], [2.275617, 4.616996, -5.188121], [3.157888, 3.369581, -5.130226], [4.609570, 3.820092, -4.917053], [3.042432, 2.641738, -6.476877], [2.745780, 2.421438, -4.001846], [3.450857, 1.226922, -3.821729], [3.134893, 0.306506, -2.827326], [2.076198, 0.619505, -2.004840], [1.539461, -0.092211, -0.961183], [0.443762, 0.655805, -0.469672], [0.374308, 1.853289, -1.224061], [1.372143, 1.795491, -2.165114], [1.679622, 2.711900, -3.147311], [2.608202, 5.258039, -6.006070], [2.336698, 5.198130, -4.265915], [1.229603, 4.362979, -5.370132], [4.914976, 4.498439, -5.716825], [5.296653, 2.973528, -4.914269], [4.715774, 4.342487, -3.964576], [3.329116, 3.310027, -7.291939], [2.017260, 2.309406, -6.649753], [3.690534, 1.766089, -6.517474], [4.278088, 0.998895, -4.481444], [3.692700, -0.612335, -2.706639], [1.097712, 3.617357, -3.240195]],
  "forces_ev_per_angstrom": [[0.21, 0.13, 0.40], [0.00, -0.18, 0.05], [-0.02, 0.03, 0.00], [0.01, -0.02, -0.04], [0.01, 0.05, 0.04], [-0.02, -0.13, -0.09], [0.03, 0.03, 0.02], [0.02, 0.02, 0.02], [-0.01, -0.01, -0.01], [0.01, 0.00, -0.01], [0.00, 0.00, 0.01], [0.00, -0.02, 0.00], [-0.01, 0.01, -0.01], [-0.01, -0.01, 0.02], [-0.01, 0.04, 0.00], [-0.01, -0.01, -0.01], [0.03, 0.06, 0.03], [0.03, -0.05, 0.03], [0.01, 0.00, -0.03], [0.00, -0.01, -0.01], [-0.10, 0.14, 0.04], [0.12, -0.08, 0.07], [0.04, -0.06, -0.05], [-0.10, -0.06, 0.00], [-0.15, 0.03, 0.17], [0.23, 0.14, -0.23], [-0.01, -0.05, 0.02], [0.03, -0.07, -0.02], [0.00, -0.02, 0.03], [-0.08, 0.04, -0.02], [0.01, 0.03, -0.01], [-0.03, 0.01, -0.04], [0.01, -0.11, 0.13], [-0.01, -0.01, 0.04], [-0.20, 0.01, -0.27], [0.01, -0.01, -0.04], [0.01, -0.02, -0.03], [-0.02, 0.01, 0.01], [-0.02, 0.01, 0.00], [0.05, -0.03, 0.02], [-0.01, 0.02, -0.04], [0.00, 0.02, 0.01], [-0.01, 0.00, -0.01], [0.02, -0.02, 0.01], [0.00, 0.00, -0.01], [0.00, 0.00, 0.01], [0.00, 0.00, 0.00], [0.03, 0.01, -0.24], [0.00, 0.01, 0.02], [0.00, 0.00, 0.00], [0.00, 0.00, 0.00], [0.00, 0.00, 0.00], [-0.01, 0.01, 0.00], [0.01, -0.01, -0.01], [-0.01, 0.00, 0.01], [-0.03, 0.16, 0.07], [-0.01, -0.01, 0.00], [0.01, 0.01, -0.01], [0.00, 0.00, 0.01], [0.00, 0.00, -0.01], [0.00, -0.01, 0.00], [0.01, 0.00, 0.00], [0.01, 0.00, -0.01], [0.02, 0.02, -0.02], [-0.02, -0.01, 0.03], [-0.01, 0.04, -0.01], [0.02, -0.04, -0.02], [-0.10, -0.02, 0.01], [-0.03, 0.03, -0.03], [0.05, -0.05, -0.03], [-0.02, 0.00, 0.03], [0.00, 0.00, 0.00], [0.00, 0.00, 0.00], [0.00, 0.00, 0.00], [0.00, 0.00, 0.00], [0.00, 0.00, 0.00], [0.00, 0.00, 0.00], [0.00, 0.00, 0.00], [0.00, 0.00, 0.00], [0.00, 0.00, 0.00], [0.00, 0.00, 0.00], [0.00, 0.00, 0.00], [0.00, 0.00, 0.00]],
  "mulliken_charge": [-1.20, -0.37, -0.73, -0.73, -0.45, -0.32, 0.09, 0.23, 0.37, 0.43, 0.44, 0.25, 0.19, 0.43, 0.30, 0.19, -0.17, 0.41, -0.21, -0.20, 1.33, -0.34, -0.64, -0.62, 0.91, -0.61, -0.63, 0.63, -0.22, -0.19, -0.22, -1.61, 2.57, -2.47, -0.12, 0.28, 1.00, 0.14, -0.81, -0.85, -0.23, 0.45, 0.40, 0.12, 0.55, 0.47, 0.39, 0.57, -0.58, 0.58, 0.38, 0.45, 0.47, -0.22, -1.26, -0.16, 0.32, 0.47, -2.08, 1.95, -1.60, -1.61, 0.74, -0.61, -2.11, 1.04, -0.08, 0.73, -0.39, 0.45, -0.97, 0.43, 0.38, 0.39, 0.44, 0.32, 0.38, 0.45, 0.38, 0.32, 0.38, 0.48, 0.57],
  "spin_multiplicity": 3,
  "s_squared": 2.12,
  "e_tot_ha": -4037.08944,
  "e_above_lowest_ev": 0.294,
  "homo_lumo_gap_ev": [8.140, 8.123]
}